{
  "formula": "C24H61BFO15P2",
  "method": "wB97M-V/def2-TZVPD",
  "gap_ev": 5.5,
  "energy_ha": -2886.99594,
  "total_charge": -1,
  "symbols": ["C", "C", "O", "P", "C", "O", "B", "O", "O", "C", "C", "C", "F", "P", "O", "O", "H", "H", "H", "H", "H", "H", "H", "H", "H", "H", "H", "H", "H", "H", "H", "H", "H", "H", "H", "C", "O", "C", "C", "O", "C", "C", "O", "C", "H", "H", "H", "H", "H", "H", "H", "H", "H", "H", "H", "H", "H", "H", "C", "O", "C", "C", "O", "C", "C", "O", "C", "H", "H", "H", "H", "H", "H", "H", "H", "H", "H", "H", "H", "H", "H", "C", "O", "C", "C", "O", "C", "C", "O", "C", "H", "H", "H", "H", "H", "H", "H", "H", "H", "H", "H", "H", "H", "H"],
  "coordinates": [[0.195368, 7.159021, 1.416953], [-0.469445, 5.820479, 1.026222], [0.310569, 4.761590, 1.455846], [-0.402140, 3.160762, 1.682196], [-1.071997, 1.414056, 2.051184], [0.824067, 2.937890, 2.919814], [-1.817500, 3.372141, 0.328664], [-3.172652, 3.213314, 0.674218], [-1.563865, 3.675488, -0.996839], [-2.366124, 2.989843, -1.950783], [0.807906, 2.492567, 0.306770], [2.095249, 1.846873, 0.734609], [0.153923, 1.578348, -0.567061], [-1.762486, 3.947542, 3.380637], [-1.696953, 2.797820, 4.616285], [-0.840780, 5.152965, 4.120238], [0.719909, 7.580236, 0.567585], [-0.540609, 7.892531, 1.723374], [0.925253, 6.974063, 2.190400], [-1.475184, 5.841766, 1.450045], [-0.579540, 5.841348, -0.055689], [-0.964302, 0.693883, 1.242515], [-2.120215, 1.406415, 2.333941], [-0.549459, 1.010978, 2.906903], [1.356060, 3.746912, 2.935747], [-3.465714, 2.294005, 0.595597], [-2.637757, 1.996463, -1.617538], [-1.779049, 2.904344, -2.854061], [-3.282418, 3.530624, -2.154040], [1.073237, 3.353555, -0.293051], [2.789686, 2.567495, 1.131065], [2.570087, 1.436051, -0.159911], [1.953590, 1.023030, 1.420021], [-2.640820, 2.683463, 4.819154], [-1.428717, 5.926369, 4.108217], [-0.001945, -0.761600, -3.678190], [0.953075, -1.564262, -3.026775], [1.035577, -1.248806, -1.640625], [1.800337, -2.321361, -0.905149], [1.018054, -3.471204, -0.589370], [0.758410, -4.371657, -1.649948], [1.925348, -5.271366, -1.993678], [2.843242, -4.608613, -2.845416], [4.065761, -5.296972, -2.935225], [0.239950, 0.302611, -3.581006], [0.004423, -1.030469, -4.734483], [-1.004599, -0.945286, -3.271471], [0.030690, -1.159898, -1.213719], [1.548022, -0.288933, -1.525995], [2.101609, -1.909496, 0.059038], [2.704875, -2.599184, -1.450141], [0.398237, -3.846467, -2.537965], [-0.050024, -5.009985, -1.284739], [1.551314, -6.167095, -2.512856], [2.425448, -5.580973, -1.067516], [4.564132, -5.341452, -1.959316], [4.702047, -4.751152, -3.629009], [3.920429, -6.317048, -3.313652], [-6.819363, -3.577109, -8.744489], [-5.622687, -3.197624, -8.110207], [-5.618848, -1.821450, -7.770867], [-4.482712, -1.502538, -6.825602], [-4.762174, -1.813283, -5.470202], [-4.663141, -3.180072, -5.096852], [-3.240694, -3.660236, -4.922572], [-2.674815, -4.000644, -6.176933], [-1.274139, -4.142822, -6.096535], [-6.980933, -3.000316, -9.663725], [-6.738495, -4.631503, -9.000865], [-7.679374, -3.439254, -8.077983], [-6.569742, -1.548291, -7.296700], [-5.498434, -1.232160, -8.691592], [-4.335183, -0.420923, -6.842215], [-3.555155, -1.972722, -7.157988], [-5.208078, -3.821505, -5.792338], [-5.155749, -3.242348, -4.124664], [-3.233368, -4.554724, -4.283144], [-2.649493, -2.872594, -4.439826], [-0.805145, -3.190868, -5.824408], [-0.914368, -4.445559, -7.077730], [-0.996707, -4.909096, -5.363048], [1.085957, 2.704695, 6.078262], [2.204859, 2.134100, 6.755065], [1.832279, 1.554358, 7.980183], [2.947981, 0.683413, 8.513020], [2.993297, -0.607055, 7.915531], [3.548481, -0.668944, 6.608694], [5.060356, -0.625526, 6.586860], [5.533533, 0.705992, 6.684242], [6.910305, 0.754388, 6.956475], [0.614144, 3.479337, 6.694337], [1.438206, 3.148729, 5.156863], [0.348058, 1.941445, 5.829539], [0.929217, 0.943058, 7.850746], [1.616374, 2.353457, 8.707968], [2.756339, 0.499218, 9.573179], [3.910790, 1.191278, 8.428688], [3.124754, 0.101693, 5.962407], [3.243630, -1.642091, 6.217610], [5.418278, -1.056776, 5.640394], [5.451512, -1.223924, 7.420540], [7.135378, 0.300782, 7.930480], [7.205507, 1.801574, 6.980223], [7.487971, 0.240875, 6.177154]],
  "atomic_forces_ev_per_a": [[-0.0486, -0.4366, -0.4169], [0.3507, 1.0893, 0.0310], [0.2201, 0.0622, 0.0754], [0.7525, -0.9587, 0.1491], [-0.0636, -0.2441, 0.1044], [0.1408, 0.1961, -0.1954], [-0.4803, 0.6609, -0.1115], [-0.0328, -0.7824, -0.2855], [0.0971, -0.5162, 0.1939], [0.1463, 0.5552, 0.1400], [0.1135, 0.5919, 0.5566], [0.0244, -0.5879, -0.7031], [-0.1353, -0.1522, -0.0597], [-0.4938, 0.4958, 0.2753], [-0.5401, 0.0336, -0.3471], [-0.3585, 0.2584, -0.2865], [0.2352, 0.1025, -0.2150], [-0.1278, 0.1823, 0.2620], [0.0380, 0.0530, 0.4394], [-0.2772, -0.4352, 0.1368], [-0.1879, -0.2817, -0.3450], [0.1345, 0.1103, -0.3044], [-0.3200, 0.1732, 0.0436], [0.2512, -0.0505, 0.2917], [-0.3028, -0.1452, -0.0318], [-0.0178, 0.3321, 0.2124], [0.0205, -0.3508, 0.0899], [0.1102, -0.0440, -0.2986], [-0.2498, 0.1996, -0.1026], [-0.1895, 0.1858, -0.4207], [0.0871, 0.2779, 0.4232], [0.1432, -0.0900, -0.2003], [-0.0717, -0.0616, 0.4174], [0.5901, -0.0754, 0.1372], [0.4237, -0.3234, 0.1973], [0.0855, -0.0278, -0.0334], [-0.1213, -0.1743, -0.0187], [0.1798, -0.0518, -0.1914], [-0.0384, 0.0358, 0.1273], [0.0939, -0.0536, -0.0574], [-0.1199, 0.0256, 0.1357], [0.0143, 0.0650, -0.2264], [0.0435, 0.0579, 0.1066], [-0.0617, 0.0593, -0.0505], [-0.0932, 0.0159, 0.0478], [0.0192, -0.0017, -0.0071], [-0.0160, 0.1247, -0.0011], [0.0122, 0.0720, 0.0556], [-0.1029, 0.0460, 0.1137], [-0.0382, -0.0173, 0.0265], [-0.0311, 0.0050, -0.1131], [0.1171, -0.0038, -0.0745], [-0.0017, -0.0053, 0.0015], [-0.0025, -0.0528, 0.1053], [-0.0272, -0.0323, 0.0260], [0.0057, -0.0770, -0.0070], [-0.0065, 0.0094, -0.0161], [0.0401, -0.0215, 0.0389], [0.0822, -0.0097, -0.0171], [-0.0587, -0.0250, 0.1446], [0.1114, -0.1523, -0.1314], [0.0131, 0.1275, 0.0862], [-0.0234, -0.0534, -0.0563], [-0.0508, 0.0724, 0.1410], [0.0143, -0.1893, -0.1906], [0.0009, 0.1384, -0.0554], [-0.0825, 0.0043, -0.0274], [-0.0549, 0.0047, 0.0115], [0.0196, -0.0080, -0.0021], [-0.0271, 0.0372, -0.0487], [-0.0021, 0.0544, 0.0008], [-0.0658, 0.0768, 0.0432], [-0.0018, 0.0083, 0.0173], [-0.0483, -0.1079, -0.0657], [0.0958, -0.0441, -0.0798], [-0.0040, 0.0292, 0.0036], [0.0095, 0.0859, 0.1128], [-0.0080, -0.0085, 0.0560], [0.0795, -0.0650, 0.0853], [-0.0214, -0.0166, -0.0152], [0.0617, 0.0463, 0.0245], [0.1641, 0.0345, 0.1954], [-0.0463, -0.0671, -0.0529], [0.1425, 0.1892, -0.1613], [-0.1251, -0.0763, 0.1295], [0.1402, 0.0362, -0.0045], [-0.1084, -0.1088, 0.0056], [0.0038, 0.1635, -0.1237], [-0.0266, -0.0064, 0.1751], [-0.0735, 0.0475, -0.0578], [-0.0375, -0.0372, 0.0025], [0.0025, -0.0353, -0.0454], [-0.0582, 0.0095, -0.0137], [-0.0282, -0.0065, 0.0881], [-0.0838, -0.0826, 0.0633], [-0.0021, -0.0428, -0.0126], [-0.0124, 0.0700, -0.1111], [0.0970, 0.0866, 0.0096], [-0.0108, -0.0026, 0.0113], [0.0097, -0.0934, 0.0501], [-0.0074, -0.0508, -0.0145], [0.0541, -0.0455, -0.0388], [-0.0046, 0.0137, -0.0142], [0.0392, -0.0232, 0.0425]],
  "mulliken_charge": [-1.533, 0.119, -0.612, 0.468, -1.715, -0.559, 1.898, -0.532, -0.446, -0.866, 0.222, -1.614, -0.207, -0.186, -0.364, -0.534, 0.375, 0.364, 0.315, 0.145, 0.199, 0.306, 0.473, 0.226, 0.213, 0.275, 0.301, 0.240, 0.258, 0.132, 0.394, 0.508, 0.162, 0.347, 0.308, -0.700, -0.309, -0.292, -0.526, -0.469, -0.350, -0.636, -0.192, -0.813, 0.350, 0.232, 0.236, 0.323, 0.228, 0.404, 0.231, 0.176, 0.389, 0.456, 0.344, 0.319, 0.232, 0.307, -0.767, -0.238, -0.587, -0.409, -0.449, -0.552, -0.203, -0.310, -0.473, 0.307, 0.229, 0.315, 0.337, 0.436, 0.380, 0.222, 0.228, 0.403, 0.456, 0.065, 0.091, 0.283, 0.262, -0.624, -0.279, -0.526, -0.456, -0.458, -0.326, -0.611, -0.201, -0.786, 0.370, 0.037, 0.299, 0.308, 0.426, 0.377, 0.233, 0.186, 0.382, 0.431, 0.328, 0.314, 0.229, 0.303]
}